Entry 1:
C3H3FP2 | ωB97M-V with the def2-TZVPD basis set

The spin multiplicity is 3. The expectation value of S² is 2.03. The total energy comes out at -898.491363 Ha. The value obtained for the gap between HOMO and LUMO (spin up / spin down) is 0.2751 / 0.2590 Eh. The highest occupied orbital energy (spin up / spin down) is -7.01 / -9.17 eV.

Each line ends with the Mulliken spin population.
Positions of all 9 atoms, in Å:
C 0.927 0.544 -1.011  0.303
C 0.337 -0.070 1.519  0.653
C -0.650 -0.075 -1.021  0.776
F -1.036 -0.452 -2.231  0.055
P 1.598 0.707 0.538  -0.059
P -0.913 -0.884 0.549  0.176
H 1.395 1.106 -1.736  0.010
H 0.469 -0.449 2.531  0.020
H -2.126 -0.427 0.863  0.066


Entry 2:
C3H3FS | ωB97M-V with the def2-TZVPD basis set

The total energy comes out at -614.051606 Ha. The value obtained for the gap between HOMO and LUMO is 0.3083 Eh. The highest occupied orbital energy is -8.77 eV. Its structure (SMILES) is F/C=C/C=S.

Each line ends with the Mulliken charge.
Positions of all 8 atoms, in Å:
F -1.161 -2.189 -0.335  -0.227
C -0.694 -0.942 0.034  -0.096
C 0.470 -0.380 -0.522  -0.130
C 0.407 1.021 0.237  0.008
S -0.542 1.935 0.978  -0.354
H -1.301 -0.259 0.658  0.227
H 1.334 -0.614 -1.083  0.384
H 1.487 1.428 0.034  0.189


Entry 3:
C3H3HoLiO2 | ωB97M-V with the def2-TZVPD basis set

The spin multiplicity is 5. The expectation value of S² is 6.01. Its charge is +3. The total energy comes out at -1220.900405 Ha. The value obtained for the gap between HOMO and LUMO (spin up / spin down) is 0.2988 / 0.3152 Eh. The highest occupied orbital energy (spin up / spin down) is -22.94 / -23.75 eV.

Each line ends with the Mulliken spin population.
Positions of all 10 atoms, in Å:
O 1.297 0.979 2.048  0.296
C 1.880 0.094 1.491  0.404
C 3.194 0.040 0.774  0.187
H 3.628 -0.943 0.949  -0.012
H 3.092 0.166 -0.305  0.002
H 3.827 0.869 1.080  0.035
O 0.354 -0.934 -1.932  0.003
C 0.712 -0.749 -2.990  -0.001
Ho -0.016 -1.447 0.459  3.088
Li -0.490 1.477 1.841  -0.002


In order of appearance, max |F| = 5.364, 9.656, 2.112 eV/A.